(1)
C34H29ClInN5O5S5 | ωB97M-V/def2-TZVPD

Each line ends with the Löwdin charge.
Element x y z (Å)
In1 -0.067 0.177 -0.576  0.61
Cl1 -0.671 5.087 2.802  0.88
S1 2.844 -1.405 2.906  1.18
S2 4.040 1.573 -2.590  1.17
S3 -2.741 1.386 -2.150  1.11
S4 0.252 -1.895 -2.034  0.73
S5 -2.642 -2.657 -1.331  1.03
O1 -3.190 3.913 3.973  0.11
O2 -3.788 1.786 3.826  0.15
O3 -1.776 -0.509 0.471  -0.16
O4 -3.126 -0.233 2.217  0.11
O5 -1.215 1.457 -1.887  -0.58
N1 -0.522 1.766 0.968  0.09
N2 1.464 -0.588 0.958  0.01
N3 1.959 0.858 -1.352  0.01
N4 -1.159 -3.890 -2.985  -0.04
N5 -0.122 3.003 1.287  -0.04
C1 0.098 -1.814 2.654  -0.04
C2 -0.934 3.527 2.228  -0.57
C3 3.032 0.509 -0.547  -0.32
C4 -2.315 -4.786 -2.896  -0.18
C5 -1.151 -2.849 -2.176  -1.02
C6 0.871 4.197 -0.577  0.00
C7 -4.100 2.182 -4.335  -0.07
C8 -4.332 2.971 -5.451  -0.05
C9 2.349 1.425 -2.474  -0.60
C10 1.357 -1.250 2.089  -0.58
C11 2.760 -0.184 0.712  -0.32
C12 -3.023 2.817 3.512  -0.51
C13 -1.589 1.494 1.709  -0.11
C14 -3.408 3.939 -5.819  -0.04
C15 -1.904 2.580 2.543  -0.03
C16 -2.945 2.391 -3.595  -0.38
C17 -3.512 2.380 -0.905  -0.38
C18 3.235 4.630 -0.602  -0.06
C19 -3.820 4.426 0.289  -0.04
C20 4.239 0.826 -1.069  -0.29
C21 1.028 3.579 0.652  -0.23
C22 -3.180 3.719 -0.712  -0.06
C23 -4.478 1.751 -0.131  -0.07
C24 -4.794 3.806 1.071  -0.04
C25 -2.241 0.158 1.477  -0.56
C26 1.987 4.727 -1.206  -0.06
C27 -3.448 -3.905 -2.393  -0.37
C28 -2.009 3.351 -3.954  -0.08
C29 2.262 3.479 1.271  0.00
C30 -2.249 4.126 -5.077  -0.05
C31 -5.127 2.477 0.860  -0.04
C32 3.373 4.010 0.633  -0.05
C33 3.645 -0.533 1.678  -0.30
C34 1.451 1.860 -3.578  -0.05
H1 -3.562 0.969 3.317  0.07
H2 4.102 5.059 -1.088  0.12
H3 -4.171 -4.460 -1.800  0.09
H4 -2.532 -5.214 -3.872  0.14
H5 5.215 0.651 -0.648  0.10
H6 -3.590 4.549 -6.694  0.12
H7 -2.089 -5.592 -2.194  0.13
H8 -2.453 4.205 -1.349  0.10
H9 -0.528 -2.223 1.864  0.09
H10 4.704 -0.341 1.719  0.09
H11 -5.229 2.824 -6.036  0.12
H12 -1.108 3.482 -3.368  0.09
H13 -0.115 4.266 -1.019  0.11
H14 4.343 3.957 1.108  0.12
H15 1.445 1.106 -4.368  0.11
H16 2.344 3.006 2.242  0.13
H17 -0.324 -4.143 -3.495  0.15
H18 -4.812 1.419 -4.043  0.12
H19 -1.532 4.880 -5.374  0.12
H20 0.318 -2.595 3.379  0.09
H21 -0.470 -1.037 3.169  0.10
H22 1.800 2.796 -4.014  0.09
H23 -3.959 -3.391 -3.204  0.09
H24 -5.288 4.366 1.854  0.13
H25 0.436 1.983 -3.212  0.04
H26 -4.716 0.706 -0.295  0.12
H27 -5.878 2.000 1.475  0.13
H28 -3.576 5.466 0.458  0.12
H29 1.883 5.234 -2.157  0.12

Energy = -125280.2817 eV
Orbital gap = 9.037 eV
Net charge = +2
Maximum force = 0.131 eV Å⁻¹

(2)
C34H30Br2ClN6O4Re | ωB97M-V/def2-TZVPD

Each line ends with the Mulliken spin population.
Element x y z (Å)
Re1 -1.115 -0.942 -0.763  0.91
Br1 1.708 -3.961 5.676  0.00
Br2 2.942 -1.951 0.054  0.00
Cl1 0.220 -0.394 -3.750  0.01
O1 -1.230 0.127 0.932  0.06
O2 -1.521 -0.448 3.446  0.00
O3 -0.148 2.131 -1.826  0.01
O4 -3.688 -0.497 -1.163  0.00
N1 -1.940 0.773 -1.663  0.00
N2 0.569 1.574 1.143  0.01
N3 -4.123 1.596 -1.969  0.00
N4 -0.652 -2.803 0.219  0.02
N5 -1.658 -2.352 -2.188  0.00
N6 1.324 0.648 0.625  0.00
C1 -1.865 3.603 4.182  0.00
C2 -2.278 3.010 -2.431  0.00
C3 6.775 1.321 -1.006  0.00
C4 -1.329 1.820 2.650  0.00
C5 -0.891 1.390 1.255  0.01
C6 -1.488 3.173 2.923  0.00
C7 5.369 1.308 -0.969  0.00
C8 0.018 -4.477 3.449  0.00
C9 4.719 0.074 -0.624  0.00
C10 -2.077 2.670 5.188  0.00
C11 -1.352 1.984 -1.981  0.00
C12 -5.549 1.355 -1.896  0.00
C13 1.114 -2.328 3.420  0.00
C14 7.463 2.489 -1.255  0.00
C15 0.641 -0.829 -2.104  -0.04
C16 0.571 -2.068 2.179  0.01
C17 -3.274 0.590 -1.589  0.03
C18 -3.604 2.780 -2.404  0.00
C19 -1.938 1.326 4.929  0.00
C20 3.472 -0.116 -0.113  0.00
C21 5.381 3.651 -1.552  0.00
C22 -1.584 0.878 3.654  0.00
C23 -0.909 -3.845 -0.524  0.01
C24 2.573 0.874 0.371  0.00
C25 -1.501 -3.649 -1.808  -0.02
C26 -2.598 -4.434 -3.787  0.00
C27 0.875 -3.550 4.031  0.00
C28 -2.772 -3.102 -4.159  0.00
C29 4.684 2.490 -1.291  0.00
C30 6.768 3.664 -1.517  0.00
C31 -2.274 -2.106 -3.344  -0.01
C32 -0.205 -3.031 1.525  0.00
C33 -0.521 -4.214 2.209  0.00
C34 -1.939 -4.708 -2.607  0.00
H1 -1.762 -5.719 -2.278  0.00
H2 -0.693 -4.853 -0.190  0.00
H3 -1.871 3.956 -2.748  0.00
H4 -1.338 2.115 0.536  0.00
H5 -1.325 3.896 2.135  0.00
H6 3.609 2.481 -1.384  0.00
H7 -5.886 0.792 -2.768  0.00
H8 -1.221 -4.923 1.797  0.00
H9 3.008 1.859 0.555  0.00
H10 -5.757 0.762 -1.006  0.00
H11 -2.968 -5.230 -4.410  0.00
H12 7.321 0.412 -0.801  0.00
H13 -0.227 -5.394 3.963  0.00
H14 -2.354 -1.069 -3.638  0.00
H15 8.542 2.491 -1.249  0.00
H16 1.313 -0.043 -1.765  -0.01
H17 -3.274 -2.838 -5.074  0.00
H18 -2.108 0.579 5.687  0.00
H19 -4.330 3.529 -2.691  0.00
H20 7.305 4.579 -1.713  0.00
H21 -1.430 -0.587 2.478  -0.01
H22 -6.090 2.298 -1.848  0.00
H23 0.914 2.525 1.260  0.00
H24 5.306 -0.816 -0.807  0.00
H25 -1.994 4.656 4.375  0.00
H26 1.726 -1.589 3.914  0.00
H27 0.774 -1.131 1.685  -0.01
H28 -2.362 2.997 6.175  0.00
H29 4.839 4.553 -1.793  0.00
H30 1.172 -1.781 -2.173  0.01

Energy = -207605.9408 eV
Spin multiplicity = 2
Orbital gap (spin up / spin down) = 4.667 / 4.782 eV
Net charge = +1
Maximum force = 3.379 eV Å⁻¹

(3)
C34H30BrN5O8PdSi | ωB97M-V/def2-TZVPD

Each line ends with the Löwdin charge.
Element x y z (Å)
Pd1 0.043 0.093 1.378  0.89
Br1 7.122 -0.122 -1.175  0.61
Si1 -0.523 -3.188 0.810  0.43
O1 -1.502 1.447 2.822  -0.15
O2 -0.499 2.130 -0.815  0.02
O3 2.049 6.305 -0.200  0.07
O4 0.170 -1.798 0.526  -0.42
O5 0.603 1.093 3.581  -0.18
O6 -0.142 5.478 5.536  0.08
O7 0.531 5.179 -1.204  0.09
O8 0.631 7.106 4.385  0.05
N1 -2.422 1.122 -0.215  0.14
N2 0.283 5.946 4.505  -0.36
N3 1.183 5.454 -0.220  -0.35
N4 -0.198 1.530 2.620  -0.59
N5 1.406 1.323 0.289  -0.01
C1 0.139 2.921 2.329  -0.10
C2 -2.258 3.481 0.135  -0.01
C3 -1.669 -4.529 3.114  -0.11
C4 0.165 -6.022 0.518  -0.11
C5 -1.727 2.251 -0.270  -0.36
C6 -0.917 -3.447 2.647  -0.20
C7 0.638 -4.602 0.230  -0.60
C8 -0.752 -2.677 4.941  -0.09
C9 5.327 0.363 -0.733  -0.73
C10 3.577 2.005 -0.656  -0.04
C11 -2.523 -2.161 -0.878  -0.09
C12 -3.628 1.156 0.342  -0.15
C13 3.191 -0.220 0.176  -0.03
C14 4.875 1.644 -0.982  -0.17
C15 -4.495 -3.251 -1.731  -0.12
C16 -0.465 -2.526 3.591  -0.08
C17 -4.213 2.304 0.843  -0.09
C18 0.843 4.780 1.051  -0.09
C19 0.738 2.495 -0.118  -0.30
C20 -4.138 -4.405 -1.045  -0.12
C21 -3.682 -2.130 -1.643  -0.10
C22 -2.978 -4.425 -0.281  -0.11
C23 0.514 3.416 1.082  0.00
C24 0.381 5.072 3.328  -0.12
C25 4.478 -0.573 -0.146  -0.15
C26 0.849 -4.433 -1.277  -0.10
C27 2.676 1.081 -0.072  -0.28
C28 -2.144 -3.311 -0.180  -0.19
C29 1.979 -4.376 0.940  -0.10
C30 -3.510 3.494 0.713  -0.08
C31 -1.492 -3.762 5.383  -0.12
C32 -1.953 -4.695 4.463  -0.12
C33 0.040 3.746 3.448  0.10
C34 0.819 5.631 2.134  0.07
H1 3.286 3.032 -0.839  0.09
H2 0.021 -6.195 1.588  0.07
H3 1.274 3.063 -0.874  0.12
H4 -1.694 4.388 -0.026  0.10
H5 -3.946 -1.218 -2.169  0.10
H6 2.720 -5.111 0.594  0.07
H7 -2.055 -5.262 2.412  0.08
H8 0.918 -6.743 0.167  0.07
H9 -2.730 -5.342 0.245  0.07
H10 -0.400 -1.928 5.641  0.10
H11 1.193 -3.423 -1.509  0.08
H12 -5.402 -3.228 -2.325  0.09
H13 1.883 -4.487 2.024  0.08
H14 -0.283 3.294 4.372  0.14
H15 -4.763 -5.290 -1.103  0.09
H16 -2.542 -5.544 4.793  0.09
H17 2.512 -0.944 0.615  0.07
H18 -1.718 -3.878 6.438  0.09
H19 2.361 -3.375 0.738  0.06
H20 -1.902 -1.274 -0.814  0.08
H21 -3.933 4.430 1.059  0.10
H22 1.099 6.665 2.048  0.12
H23 -0.075 -4.612 -1.834  0.07
H24 -0.769 -6.258 0.002  0.06
H25 -5.185 2.263 1.314  0.09
H26 1.603 -5.147 -1.637  0.07
H27 5.537 2.379 -1.424  0.09
H28 -4.146 0.203 0.398  0.10
H29 4.827 -1.579 0.052  0.09
H30 0.109 -1.660 3.285  0.07

Energy = -140970.1495 eV
Orbital gap = 5.463 eV
Net charge = -2
Maximum force = 0.674 eV Å⁻¹